Record 1
ORCA calculation (wB97M-V/def2-TZVPD) on an isolated molecule of C10H21NO2S in a non-equilibrium geometry.

Values from the calculation:
Frontier orbital gap   9.620 eV
Lowest unoccupied orbital energy   0.8 eV
E_HOMO   -0.3228 hartree
ΔE to the lowest compared entry with this formula, charge and spin   1.1 kcal/mol

```
! RIJCOSX wB97M-V def2-TZVPD def2/J DEFGRID3
* xyz 0 1
O -1.76312 -0.09109 -1.19002
O 0.40447 -3.01599 -0.57639
C -1.19556 -0.88083 -0.45309
N -0.98653 -0.46034 0.89606
S -0.85448 -2.55869 -1.19578
C 1.03255 -1.12583 2.09025
C 1.30382 -1.07307 -4.48388
C 0.16607 3.07425 3.16120
C -0.43702 -1.37575 1.85683
C -1.36088 0.91403 1.31997
C -0.41444 -2.22433 -2.95840
C 0.93697 -1.52577 -3.06888
C -0.35382 3.20186 1.72277
C -0.28512 1.92530 0.88673
H 1.59486 -1.23634 1.16332
H 1.19022 -0.10199 2.47156
H 1.39404 -1.82581 2.85014
H 0.42884 -0.59980 -4.95748
H 1.60526 -1.90021 -5.11325
H 2.12393 -0.35325 -4.47509
H 0.33432 4.06191 3.54820
H 1.04133 2.41715 3.20433
H -0.60693 2.63019 3.80172
H -0.98339 -1.20154 2.78105
H -0.64109 -2.42928 1.65474
H -2.34025 1.18174 0.93110
H -1.44555 0.97145 2.41008
H -1.16530 -1.57716 -3.38928
H -0.37437 -3.14371 -3.52694
H 1.73630 -2.18457 -2.70523
H 0.82843 -0.60773 -2.46293
H 0.26892 3.96526 1.26839
H -1.40636 3.51922 1.73534
H -0.45687 2.18092 -0.17716
H 0.68077 1.44981 0.97997
*
```

=====

Record 2
ORCA calculation (wB97M-V/def2-TZVPD) on a structure of composition C35H44FN3O3PdSeSi2.

Values from the calculation:
Frontier orbital gap (alpha / beta)   3.972 / 4.243 eV
Lowest unoccupied orbital energy (alpha / beta)   3.6 / 3.6 eV
E_HOMO (alpha / beta)   -0.0148 / -0.0247 hartree

```
! RIJCOSX wB97M-V def2-TZVPD def2/J DEFGRID3
* xyz -2 3
Pd -0.02266 -0.37328 -0.65569
C -2.55465 -4.24071 -0.19655
Si -1.25042 -2.84789 -0.25308
C -0.23740 -3.14593 1.30878
C -0.19430 -3.37565 -1.70408
N -1.90547 -1.27486 -0.38734
C -3.06605 -0.66894 -0.24019
C -4.30541 -1.37569 -0.08624
C -5.51092 -0.73366 0.02429
C -5.57676 0.67987 -0.00217
C -4.43235 1.41838 -0.12838
C -3.12347 0.82172 -0.23375
N -2.01587 1.49910 -0.31567
Si -1.60659 3.13669 -0.18685
C -2.38246 4.25947 -1.48802
C 0.24562 3.27496 -0.36401
C -2.09519 3.83377 1.50048
H -2.04390 -5.21069 -0.19424
H -3.21377 -4.20681 -1.07096
H -3.18066 -4.18942 0.70351
H -0.09791 -4.22332 1.45674
H -0.72483 -2.73611 2.20160
H 0.74562 -2.67941 1.21153
H -0.04566 -4.46591 -1.68470
H 0.77790 -2.88508 -1.67126
H -0.67210 -3.09426 -2.64562
H -4.27210 -2.45604 -0.07935
H -6.42321 -1.31296 0.12584
H -6.53839 1.17688 0.07692
H -4.48302 2.50235 -0.14794
H -1.99893 3.99269 -2.47878
H -2.14704 5.31312 -1.29587
H -3.47189 4.15138 -1.51548
H 0.55674 2.59561 -1.16351
H 0.74561 2.94649 0.55313
H 0.59286 4.28555 -0.60644
H -3.17639 3.76004 1.66146
H -1.80328 4.88635 1.59697
H -1.60036 3.26501 2.29606
C 4.73397 1.19620 5.25728
C 4.25562 -0.24077 5.05908
C 3.89725 -0.93479 6.36659
C 2.68213 -0.27797 7.01169
C 1.55178 -0.16336 6.01717
C 0.24768 -0.05894 6.44330
C -0.77804 0.02853 5.51267
F -2.04902 0.13279 5.97324
C -0.54578 0.00880 4.16564
C 0.76361 -0.09485 3.71335
C 1.01584 -0.06258 2.24506
O 0.06076 0.07016 1.50416
C 2.40592 -0.17404 1.83694
C 3.33968 -0.26270 2.80985
N 3.10867 -0.28163 4.15123
C 1.81315 -0.17849 4.63500
C 2.96974 -0.20374 0.39307
O 4.21564 -0.25531 0.33977
O 2.17041 -0.18255 -0.56714
H 5.56420 1.23123 5.96732
H 3.92400 1.82620 5.63001
H 5.06947 1.61317 4.30717
H 5.05084 -0.80761 4.57600
H 4.75925 -0.90764 7.03547
H 3.66978 -1.98247 6.15255
H 2.95238 0.71173 7.39212
H 2.35069 -0.86064 7.87229
H 0.02139 -0.04577 7.50316
H -1.34886 0.07517 3.43899
H 4.37774 -0.32906 2.50369
C 1.36523 -0.35040 -8.94720
C 0.92192 -0.18335 -7.51432
C -0.14007 0.64680 -7.17404
C -0.58693 0.78371 -5.85980
C -1.73277 1.71711 -5.56999
C 0.03355 0.05264 -4.82451
Se -0.71850 0.11283 -3.06106
C 1.15020 -0.73945 -5.15437
C 1.91893 -1.47363 -4.08215
C 1.56132 -0.85492 -6.47989
H 0.78692 0.29701 -9.61008
H 1.23261 -1.38123 -9.29061
H 2.42348 -0.10138 -9.07548
H -0.64452 1.20941 -7.95852
H -2.05038 2.23105 -6.48268
H -1.43903 2.45389 -4.81713
H -2.57926 1.17866 -5.13777
H 1.76102 -1.01144 -3.10761
H 2.98860 -1.47307 -4.31067
H 1.59040 -2.51464 -4.00288
H 2.41651 -1.49153 -6.70714
*
```

=====

no.,DFT total energy (Ha)
1,-997.00170
2,-4958.43750